Entry from the Open Molecules 2025 dataset: a 40-piece molecular cluster, H80O40 overall at a distorted geometry (ωB97M-V/def2-TZVPD).

## Properties
ΔE to the lowest compared entry with this formula, charge and spin = 10.922 eV
Kohn-Sham gap = 8.7995 eV
Total charge = 0
Total energy = -83194.894 eV
Maximum force = 4.817 eV/Å
HOMO energy = -0.34676 hartree

Each atom is followed by the atoms it is bonded to, with distances in Å.
Element x y z (Å)
1 H -1.618 -2.967 -0.555  O3 0.997
2 H -0.726 -3.072 -1.856  O3 0.978
3 O -0.809 -2.597 -1.005  H1 0.997, H2 0.978
4 H 2.579 -1.426 0.838  O6 0.999
5 H 1.342 -2.431 1.026  O6 0.989
6 O 1.967 -1.838 1.512  H4 0.999, H5 0.989
7 H -2.836 1.490 -0.198  O9 0.979
8 H -3.543 1.503 -1.596  O9 0.981
9 O -3.281 2.076 -0.844  H7 0.979, H8 0.981
10 H 5.528 2.202 -1.986  O12 0.975
11 H 5.566 3.445 -1.102  O12 0.958
12 O 5.311 3.152 -1.977  H10 0.975, H11 0.958
13 H -2.865 -3.998 2.959  O15 0.985
14 H -1.866 -5.184 3.141  O15 0.965
15 O -1.910 -4.226 3.028  H13 0.985, H14 0.965
16 H -3.419 0.552 5.711  O17 0.970
17 O -4.098 1.124 5.321  H16 0.970, H95 0.950
18 H -2.348 -5.044 -4.007  O19 0.951
19 O -2.580 -4.454 -3.299  H18 0.951, H97 0.929
20 H 1.513 4.390 -0.576  O22 0.977
21 H 2.382 3.801 0.719  O22 0.922
22 O 2.350 4.205 -0.109  H20 0.977, H21 0.922
23 H 0.791 -5.432 1.174  O25 1.012
24 H 0.062 -6.620 0.710  O25 0.943
25 O 0.807 -6.116 0.429  H23 1.012, H24 0.943
26 H 1.007 2.802 2.027  O28 0.937
27 H 2.141 2.263 3.016  O28 0.922
28 O 1.912 2.744 2.262  H26 0.937, H27 0.922
29 H -1.010 0.619 -3.325  O31 0.976
30 H -1.059 1.658 -4.623  O31 0.956
31 O -1.524 1.102 -4.000  H29 0.976, H30 0.956
32 H 3.881 3.923 -2.699  O33 0.986
33 O 3.126 3.942 -3.333  H32 0.986, H98 0.930
34 H -2.347 0.063 1.811  O36 0.985
35 H -3.587 -0.368 2.414  O36 0.963
36 O -2.672 -0.242 2.689  H34 0.985, H35 0.963
37 H -3.580 -1.578 0.382  O39 0.921
38 H -3.322 -3.004 -0.538  O39 0.915
39 O -3.321 -2.116 -0.319  H37 0.921, H38 0.915
40 H -1.215 -0.343 -0.215  O42 1.002
41 H -0.926 0.648 0.942  O42 0.938
42 O -1.603 0.392 0.345  H40 1.002, H41 0.938
43 H 0.147 0.015 -6.627  O45 0.941
44 H 0.889 0.887 -5.714  O45 1.038
45 O -0.010 0.371 -5.771  H43 0.941, H44 1.038
46 H 3.700 1.604 0.368  O48 0.958
47 H 3.952 -0.046 0.328  O48 0.957
48 O 3.603 0.735 0.758  H46 0.958, H47 0.957
49 H 6.571 -1.801 -1.042  O51 0.946
50 H 5.266 -2.428 -0.768  O51 0.931
51 O 5.690 -1.869 -1.381  H49 0.946, H50 0.931
52 H -5.181 0.861 0.075  O53 0.953
53 O -4.873 0.348 0.816  H52 0.953, H94 0.933
54 H 0.608 -3.434 -4.160  O56 0.913
55 H 1.125 -4.759 -4.858  O56 1.004
56 O 1.233 -4.098 -4.110  H54 0.913, H55 1.004
57 H -0.945 -0.390 4.559  O58 1.006
58 O -0.232 -1.082 4.397  H57 1.006, H96 0.965
59 H 0.521 5.387 0.696  O61 0.965
60 H 0.318 6.070 1.938  O61 0.963
61 O 0.978 5.494 1.539  H59 0.965, H60 0.963
62 H 1.251 0.996 1.432  O64 0.990
63 H 1.660 -0.024 0.342  O64 1.013
64 O 0.941 0.657 0.555  H62 0.990, H63 1.013
65 H 4.162 -0.806 -1.339  O67 0.944
66 H 2.671 -1.754 -1.253  O67 0.999
67 O 3.262 -0.964 -1.099  H65 0.944, H66 0.999
68 H 0.095 1.710 3.667  O70 0.955
69 H -0.133 0.237 3.146  O70 0.948
70 O -0.164 1.160 2.930  H68 0.955, H69 0.948
71 H -3.400 -1.287 -1.790  O73 1.031
72 H -1.980 -1.013 -2.126  O73 0.997
73 O -2.839 -1.070 -2.627  H71 1.031, H72 0.997
74 H -4.717 1.291 -2.837  O76 1.001
75 H -6.164 1.159 -2.989  O76 0.949
76 O -5.525 1.050 -2.297  H74 1.001, H75 0.949
77 H 4.079 -2.319 2.518  O79 0.954
78 H 5.069 -3.170 3.368  O79 0.952
79 O 4.947 -2.715 2.541  H77 0.954, H78 0.952
80 H -1.185 3.609 -1.255  O82 0.958
81 H -1.768 3.137 0.215  O82 0.995
82 O -1.092 3.652 -0.303  H80 0.958, H81 0.995
83 H -2.470 0.115 -5.252  O85 0.983
84 H -4.128 -0.121 -5.327  O85 0.922
85 O -3.309 -0.036 -5.741  H83 0.983, H84 0.922
86 H -0.190 0.781 6.751  O88 0.932
87 H -0.900 -0.489 6.632  O88 0.931
88 O -1.050 0.430 6.672  H86 0.932, H87 0.931
89 H -0.108 0.524 -1.401  O90 1.061
90 O -0.170 -0.480 -1.740  H89 1.061, H99 1.040
91 H -0.399 -4.041 1.080  O93 0.937
92 H -0.113 -3.413 2.434  O93 0.945
93 O 0.283 -3.840 1.690  H91 0.937, H92 0.945
94 H -5.612 -0.112 1.150  O53 0.933
95 H -3.619 1.531 4.609  O17 0.950
96 H -0.649 -1.738 3.826  O58 0.965
97 H -1.766 -4.091 -3.036  O19 0.929
98 H 2.806 4.795 -3.146  O33 0.930
99 H 0.782 -0.895 -1.791  O90 1.040
100 O 4.683 4.599 1.061  H101 0.957, H102 0.990
101 H 4.371 4.508 0.161  O100 0.957
102 H 3.891 4.725 1.641  O100 0.990
103 O 2.259 -3.389 -1.779  H104 0.973, H105 0.914
104 H 2.765 -3.352 -2.610  O103 0.973
105 H 1.929 -4.225 -1.611  O103 0.914
106 O 2.776 1.891 4.627  H107 1.008, H108 0.932
107 H 3.038 2.840 4.843  O106 1.008
108 H 3.274 1.156 4.912  O106 0.932
109 O 5.792 1.183 1.603  H110 0.977, H111 1.028
110 H 5.124 1.238 2.313  O109 0.977
111 H 5.984 0.186 1.761  O109 1.028
112 O -0.994 -2.321 -4.152  H113 0.962, H114 1.004
113 H -1.895 -2.053 -3.949  O112 0.962
114 H -0.488 -1.454 -4.179  O112 1.004
115 O -4.228 3.842 -2.518  H116 0.940, H117 0.957
116 H -3.725 4.021 -3.292  O115 0.940
117 H -3.645 3.387 -1.911  O115 0.957
118 O -5.893 1.605 3.297  H119 0.998, H120 1.000
119 H -5.235 1.081 3.834  O118 0.998
120 H -5.896 1.171 2.397  O118 1.000

=====

Entry from the Open Molecules 2025 dataset: a 2-piece molecular cluster, C5H16N3S overall at a distorted geometry (ωB97M-V/def2-TZVPD).

## Properties
ΔE to the lowest compared entry with this formula, charge and spin = 2.311 eV
Kohn-Sham gap = 8.9494 eV
Total charge = +1
Total energy = -20742.934 eV
Maximum force = 3.690 eV/Å
HOMO energy = -0.43272 hartree

Each atom is followed by the atoms it is bonded to, with distances in Å.
Element x y z (Å)
1 C 2.378 -1.008 -0.634  N3 1.556, H11 1.119, H12 1.113, H13 1.088
2 C 1.342 -0.105 1.514  N3 1.323, N4 1.375, N5 1.366
3 N 2.102 0.076 0.447  C1 1.556, C2 1.323, H6 1.046
4 N 1.297 0.952 2.392  C2 1.375, H7 1.025, H8 0.977
5 N 0.560 -1.205 1.721  C2 1.366, H9 0.973, H10 1.070
6 H 2.654 0.936 0.224  N3 1.046
7 H 1.164 0.724 3.383  N4 1.025
8 H 1.669 1.853 2.320  N4 0.977
9 H -0.172 -1.063 2.346  N5 0.973
10 H 0.290 -1.843 0.905  N5 1.070
11 H 1.426 -1.420 -1.054  C1 1.119
12 H 3.231 -1.674 -0.379  C1 1.113
13 H 2.521 -0.640 -1.648  C1 1.088
14 C -1.988 1.098 -1.130  C15 1.521, S17 1.787, H18 1.101, H19 1.106
15 C -1.463 2.089 -0.102  C14 1.521, H20 1.151, H21 1.095, H25 1.075
16 C -1.565 -1.709 -1.501  S17 1.759, H22 1.117, H23 1.044, H24 1.119
17 S -0.772 -0.140 -1.557  C14 1.787, C16 1.759
18 H -2.875 0.662 -0.644  C14 1.101
19 H -2.370 1.539 -2.070  C14 1.106
20 H -2.426 2.534 0.345  C15 1.151
21 H -1.017 2.853 -0.747  C15 1.095
22 H -2.572 -1.684 -1.984  C16 1.117
23 H -1.616 -2.230 -0.598  C16 1.044
24 H -1.098 -2.469 -2.176  C16 1.119
25 H -0.702 1.875 0.626  C15 1.075

=====

Entry from the Open Molecules 2025 dataset: an isolated molecule of C8H10N2O at a distorted geometry (ωB97M-V/def2-TZVPD).

## Properties
ΔE to the lowest compared entry with this formula, charge and spin = 4.839 eV
Kohn-Sham gap = 8.9942 eV
Total charge = 0
Total energy = -13481.494 eV
Maximum force = 6.079 eV/Å
HOMO energy = -0.29416 hartree

Each atom is followed by the atoms it is bonded to, with distances in Å.
Element x y z (Å)
1 C 1.460 0.996 -1.331  O2 1.459, H12 1.043, H13 1.045, H14 1.132
2 O 1.460 1.630 -0.016  C1 1.459, N3 1.410
3 N 0.828 0.858 0.979  O2 1.410, C4 1.476, C11 1.576
4 C 1.527 -0.397 1.320  N3 1.476, C5 1.501, H15 1.049, H16 1.081
5 C 1.137 -1.644 0.583  C4 1.501, C6 1.323, H17 1.156
6 C -0.019 -1.765 -0.048  C5 1.323, C7 1.460, H18 1.070
7 C -1.011 -0.702 0.087  C6 1.460, C8 1.393, C11 1.358
8 C -2.330 -0.650 -0.359  C7 1.393, C9 1.415, H19 1.076
9 C -2.838 0.654 -0.155  C8 1.415, N10 1.457, H20 1.011
10 N -1.673 1.388 0.319  C9 1.457, C11 1.356, H21 0.988
11 C -0.605 0.557 0.396  N3 1.576, C7 1.358, N10 1.356
12 H 1.241 1.810 -1.946  C1 1.043
13 H 0.613 0.386 -1.265  C1 1.045
14 H 2.524 0.615 -1.386  C1 1.132
15 H 1.437 -0.433 2.365  C4 1.049
16 H 2.558 -0.173 1.085  C4 1.081
17 H 2.037 -2.351 0.416  C5 1.156
18 H -0.329 -2.714 -0.432  C6 1.070
19 H -2.801 -1.592 -0.580  C8 1.076
20 H -3.590 1.180 -0.579  C9 1.011
21 H -1.625 2.348 0.549  N10 0.988

=====

Entry from the Open Molecules 2025 dataset: a 2-piece molecular cluster, FHNO3P overall at a distorted geometry (ωB97M-V/def2-TZVPD).

## Properties
ΔE to the lowest compared entry with this formula, charge and spin = 2.868 eV
Kohn-Sham gap = 6.7955 eV
Total charge = -2
Total energy = -19651.474 eV
Maximum force = 5.036 eV/Å
HOMO energy = 0.02960 hartree

Each atom is followed by the atoms it is bonded to, with distances in Å.
Element x y z (Å)
1 N -0.602 -0.795 0.390  F5 1.417, P6 1.849
2 O -2.084 0.347 -1.559  P6 1.519
3 O -1.831 1.481 0.694  P6 1.490
4 O -3.190 -0.710 0.464  P6 1.526
5 F -0.469 -2.179 0.120  N1 1.417
6 P -2.088 0.215 -0.046  N1 1.849, O2 1.519, O3 1.490, O4 1.526
7 H 0.981 -0.356 0.139  no bonds